Entry 1:
{
  "formula": "C46H87Cl2I2N8O12PS",
  "method": "ωB97M-V/def2-TZVPD",
  "homo_ev": -7.247,
  "gap_ev": 7.18,
  "max_force_ev_per_a": 2.7,
  "e_tot_ev": -146974.5769,
  "species": ["O", "Cl", "H", "O", "H", "H", "H", "H", "C", "C", "C", "Cl", "H", "H", "C", "N", "O", "H", "C", "H", "H", "N", "H", "C", "C", "H", "H", "H", "H", "H", "H", "H", "C", "H", "H", "H", "H", "H", "H", "H", "H", "C", "N", "H", "C", "H", "I", "H", "C", "C", "I", "O", "C", "C", "O", "H", "H", "H", "H", "H", "C", "C", "N", "H", "N", "C", "O", "C", "H", "C", "H", "O", "C", "O", "H", "H", "O", "C", "H", "H", "H", "C", "H", "C", "H", "H", "H", "H", "H", "C", "C", "H", "O", "H", "C", "H", "N", "H", "C", "H", "H", "H", "H", "S", "C", "H", "H", "N", "C", "C", "H", "C", "H", "H", "C", "C", "P", "C", "C", "H", "H", "C", "C", "C", "H", "O", "C", "H", "H", "H", "C", "H", "H", "O", "H", "H", "C", "H", "H", "C", "C", "H", "H", "C", "H", "N", "H", "H", "H", "H", "H", "H", "H", "C", "C", "H", "H", "H", "H"],
  "xyz": [[6.604, 1.624, 5.074], [3.105, 2.629, 1.767], [4.374, -3.999, -0.095], [1.643, -4.810, -4.570], [4.979, 1.321, 7.421], [-5.403, 0.789, 0.544], [5.501, 3.759, 0.838], [-4.631, 3.868, 3.374], [-10.778, 3.432, 4.079], [5.628, -8.343, -3.063], [2.471, 0.318, 5.673], [6.745, -1.136, 5.481], [3.893, 3.900, -0.741], [-10.002, 0.687, 3.432], [-14.905, -5.214, -3.691], [1.243, 1.925, -0.096], [-12.427, -2.597, -3.992], [8.576, 0.020, 2.120], [1.069, -5.355, -8.098], [4.587, -8.642, -3.120], [1.746, 2.131, 6.569], [-11.146, 0.106, -1.300], [6.145, 2.179, 0.378], [-4.127, 2.360, -0.114], [6.586, 0.381, 2.788], [3.664, -4.650, -6.911], [1.075, 4.014, 0.459], [3.326, 1.232, 8.058], [6.049, -0.567, 2.779], [-15.006, -5.668, -2.704], [-9.820, -0.326, -2.884], [-14.855, -6.010, -4.436], [5.742, 3.109, -0.003], [6.950, -1.672, 1.138], [-9.437, 1.736, 2.118], [0.728, -4.490, -8.669], [9.542, 4.356, -0.589], [-0.087, 0.796, -2.088], [4.332, -0.366, 5.729], [6.964, 5.791, 0.127], [-0.663, 2.772, -1.732], [-8.583, 2.184, 4.027], [-9.403, 3.177, 4.464], [6.814, 0.626, -0.897], [-1.334, 4.408, -0.467], [2.097, -5.573, -8.367], [-0.489, 2.339, 2.452], [6.121, -8.916, -2.276], [5.048, -3.158, 0.034], [-8.800, 0.032, -0.601], [-1.912, -0.839, 1.097], [2.271, -0.178, 4.573], [0.295, 1.225, 0.721], [-0.918, 0.671, -0.073], [8.712, 0.734, 4.427], [-5.730, 1.739, 2.792], [-3.101, 5.116, -0.986], [0.720, 0.345, 1.200], [-11.416, 3.388, 4.964], [-8.378, 0.487, 2.769], [-13.539, -3.108, -3.988], [6.398, -0.317, -0.521], [-13.682, -4.433, -3.739], [-8.466, 0.770, -1.331], [3.677, 0.168, 6.278], [2.605, 1.656, 0.310], [-7.436, 2.104, 4.449], [-4.919, 1.722, 0.813], [4.409, -0.165, 8.201], [-5.110, 2.257, 2.071], [9.142, 3.120, 1.545], [11.737, 4.861, 1.556], [1.915, -5.066, -5.730], [-1.053, 5.225, 0.378], [0.443, -6.210, -8.358], [-15.457, -2.341, -3.394], [5.038, -4.846, -2.360], [6.931, 3.830, -0.730], [0.017, 4.347, -2.017], [0.409, -0.633, -1.153], [5.894, 1.209, 2.637], [-3.513, 3.558, 0.196], [4.030, -0.891, 2.748], [1.003, 3.333, -0.395], [2.937, 1.907, -1.730], [-8.222, 0.160, 0.309], [-15.305, -2.685, -5.137], [9.009, 6.046, -0.844], [-12.808, -4.906, -3.569], [-9.145, 1.215, 3.019], [9.887, 3.532, 2.228], [4.938, 0.549, 0.813], [-10.650, 0.486, 0.853], [-11.126, 2.703, 3.354], [3.326, -5.378, -6.173], [8.262, -1.069, 0.164], [-2.722, 4.182, -0.849], [7.819, 1.288, 1.206], [4.945, -0.065, -0.095], [-11.411, -1.108, -2.981], [6.411, -0.988, -1.382], [0.026, -4.860, -6.317], [7.516, 4.474, 1.226], [7.296, 0.550, 4.431], [3.469, -1.596, 2.132], [-11.255, 0.627, -3.315], [7.657, 3.046, -0.973], [5.754, -6.926, -2.779], [-3.700, 4.083, 1.458], [7.557, 4.880, 0.217], [2.438, -1.245, 2.140], [3.611, 1.761, -0.879], [-1.656, 1.447, -0.264], [9.380, 3.822, 3.150], [10.541, 4.737, 1.576], [4.505, 3.013, -0.918], [4.020, -1.656, 0.364], [-10.882, -0.196, -2.701], [4.761, -6.012, -2.593], [0.515, 1.135, 5.784], [1.167, 0.636, 7.351], [3.337, -6.498, -2.687], [-0.263, 3.645, -1.223], [-14.789, -2.306, -4.255], [3.146, -7.261, -1.928], [9.718, 5.686, 1.022], [-0.422, 0.042, -1.378], [5.622, -3.015, -0.875], [-3.208, 5.012, 1.723], [-15.775, -4.598, -3.888], [-4.492, 3.448, 2.386], [6.116, -8.568, -4.013], [10.649, 2.796, 2.467], [4.228, 0.530, -1.165], [2.602, 0.616, 0.627], [-8.971, 3.792, 5.134], [4.114, 0.672, 7.565], [6.601, 4.318, -1.648], [3.141, -6.906, -3.678], [7.307, -0.783, 0.615], [-10.264, 0.227, -0.283], [5.685, -3.402, 0.892], [4.836, 3.112, -1.956], [7.631, 0.313, 1.651], [3.381, -6.383, -6.597], [0.941, -5.077, -6.680], [-1.195, -0.572, -1.840], [1.819, 3.644, -1.052], [-12.103, 0.248, -1.018], [-8.624, -0.973, -0.987], [3.984, -5.326, -5.311], [6.679, -6.535, -2.703], [-10.854, 4.431, 3.646], [9.015, 5.206, -0.151], [1.410, 1.108, 6.398], [2.664, -5.666, -2.522], [-14.509, -1.272, -4.435], [3.475, -2.580, 2.602], [-3.965, 1.938, -1.100]],
  "forces_ev_per_a": [[-0.83, -0.31, 0.17], [0.18, -0.12, 0.10], [-0.09, 0.13, -0.25], [-0.02, 0.00, -0.14], [-0.03, 0.06, 0.13], [0.07, -0.01, 0.03], [-0.17, -0.36, 0.19], [0.04, 0.07, -0.03], [0.25, 0.22, 0.28], [0.40, 0.25, 0.05], [0.02, -0.04, -0.15], [0.37, -0.12, -0.45], [-0.12, -0.13, 0.09], [-0.12, 0.04, -0.19], [0.43, -0.16, 0.07], [0.27, 0.14, 1.02], [-0.19, -0.11, -0.09], [0.01, 0.11, -0.07], [-0.40, 0.11, 0.25], [-0.01, 0.05, 0.01], [-0.01, -0.02, 0.12], [0.31, 0.02, -0.01], [-0.41, -0.14, 0.03], [0.16, -0.12, -0.51], [0.35, -0.74, -0.97], [0.03, -0.09, -0.08], [-0.27, -0.34, 0.26], [-0.04, -0.01, -0.04], [-0.19, 0.16, 0.21], [-0.17, -0.01, -0.03], [0.01, 0.04, 0.07], [-0.17, -0.01, 0.00], [0.39, 1.41, -0.71], [-0.16, 0.04, -0.10], [-0.18, -0.01, -0.02], [0.09, -0.06, -0.14], [-0.02, 0.02, 0.00], [0.07, -0.01, 0.05], [0.01, 0.07, 0.08], [-0.04, 0.00, 0.48], [-0.08, 0.04, 0.08], [0.22, -0.16, 0.09], [-0.04, -0.13, -0.12], [-0.08, -0.03, -0.05], [-0.27, 0.20, 0.84], [0.01, 0.01, 0.05], [0.10, -0.01, 0.01], [-0.09, -0.14, -0.05], [0.15, 0.51, 1.38], [0.00, 0.01, 0.09], [0.06, 0.19, -0.15], [-0.03, 0.02, 0.03], [-1.13, -0.33, 0.04], [0.48, 0.28, -0.40], [0.35, -1.36, -0.46], [-0.02, 0.13, 0.07], [0.00, 0.00, 0.02], [0.50, 0.24, -0.06], [-0.14, -0.02, -0.10], [0.04, 0.03, 0.06], [0.18, -0.01, 0.01], [-0.31, 0.37, 0.10], [-0.16, 0.16, -0.05], [0.04, -0.10, -0.08], [-0.32, 0.05, 0.04], [-0.13, -0.52, -0.54], [-0.02, 0.04, 0.01], [-0.35, -0.53, -0.05], [-0.03, 0.10, 0.14], [-0.20, -0.39, 0.06], [0.01, -0.15, 0.14], [-0.64, 0.28, 0.03], [-0.10, 0.11, 0.15], [0.11, -0.17, -0.62], [0.10, -0.03, -0.15], [-0.09, -0.05, -0.08], [0.02, -0.16, -0.18], [-0.27, -0.22, 0.88], [-0.02, -0.06, -0.03], [0.08, 0.11, -0.13], [-0.08, 0.01, 0.58], [-0.04, -0.56, -0.31], [-0.07, -0.16, 0.15], [0.16, 0.52, -1.20], [0.07, -0.18, -0.02], [-0.07, 0.02, 0.03], [-0.10, -0.01, 0.07], [0.31, -0.16, -0.15], [-0.01, -0.02, 0.00], [0.42, 0.25, 0.52], [-0.10, 0.36, -0.26], [-0.16, 0.21, -0.22], [-0.16, -0.21, -0.47], [0.05, -0.02, 0.00], [0.00, -0.01, 0.06], [-0.07, -0.05, 0.00], [0.49, 0.41, -0.13], [-0.17, 0.00, -0.07], [0.70, -1.18, 0.73], [0.22, 0.18, -0.10], [-0.01, -0.16, 0.15], [0.00, 0.01, -0.01], [0.01, 0.30, 0.13], [-0.08, 2.65, 0.55], [0.60, 0.36, -0.16], [0.14, -0.04, -0.13], [0.14, 0.26, -0.27], [-0.21, -0.02, -0.04], [0.44, 1.03, 0.14], [0.40, -0.74, -1.08], [0.02, -0.04, 0.07], [-1.03, 1.05, -0.31], [-0.15, -0.15, 0.15], [-0.05, 0.08, -0.10], [0.81, -0.31, 0.21], [0.53, -0.61, 0.04], [-1.50, -0.29, -1.25], [-0.48, -0.03, 0.22], [0.02, 0.12, 0.03], [0.06, -0.04, -0.08], [0.04, 0.11, 0.06], [0.06, -0.02, 0.27], [-0.18, -0.04, 0.38], [0.04, 0.05, 0.00], [0.02, -0.10, -0.11], [0.38, -0.40, -0.22], [-0.15, -0.49, 0.28], [0.00, -0.15, -0.01], [0.02, -0.01, -0.04], [0.03, 0.04, -0.01], [-0.18, -0.05, 0.46], [-0.09, -0.15, -0.01], [-0.02, -0.01, -0.08], [0.41, 0.46, 0.33], [0.16, 0.12, 0.16], [-0.01, 0.01, 0.00], [0.30, -0.19, -0.31], [0.04, -0.16, -0.08], [-0.09, -0.11, 0.06], [0.48, 0.45, -0.33], [-0.22, 0.04, 0.14], [0.24, -0.03, -0.26], [0.04, -0.22, 0.02], [0.40, -0.81, 0.75], [0.04, 0.06, -0.12], [0.24, -0.07, -0.04], [-0.08, 0.17, -0.01], [0.15, -0.20, 0.15], [-0.01, -0.03, -0.02], [0.05, 0.05, -0.11], [-0.06, 0.08, 0.04], [0.01, -0.02, 0.00], [-0.15, -0.05, -0.08], [-0.84, 0.49, 0.77], [-0.05, -0.02, -0.05], [0.07, 0.07, -0.08], [0.09, -0.03, 0.01], [0.13, -0.02, -0.08], [-0.07, 0.02, 0.00]]
}

Entry 2:
{
  "formula": "C2H8O",
  "method": "ωB97M-V/def2-TZVPD",
  "smiles": "CO.C",
  "relative_energy_ev": 0.565,
  "homo_ev": -10.528,
  "gap_ev": 11.44,
  "max_force_ev_per_a": 0.8,
  "e_tot_ev": -4250.5366,
  "species": ["O", "H", "H", "H", "H", "H", "H", "H", "H", "C", "C"],
  "xyz": [[0.415, -1.134, 0.973], [-2.025, 1.242, -2.025], [-0.757, 0.938, -0.920], [-1.629, 2.501, -0.728], [1.746, 0.308, 0.957], [2.287, -1.150, 0.037], [-2.453, 0.996, -0.363], [1.136, 0.049, -0.625], [-0.089, -1.711, 0.393], [1.461, -0.484, 0.270], [-1.708, 1.457, -1.009]],
  "forces_ev_per_a": [[-0.26, -0.21, -0.15], [-0.17, 0.64, -0.21], [0.03, 0.15, 0.42], [0.09, 0.12, -0.41], [0.58, -0.05, 0.00], [0.16, -0.03, 0.01], [0.16, -0.11, 0.17], [-0.14, -0.30, -0.23], [0.14, 0.03, -0.09], [-0.41, 0.54, 0.47], [-0.17, -0.77, 0.02]]
}

Number 2 is which compound?
C2H8O